Record 1
C4H9NO2 | ωB97M-V with the def2-TZVPD basis set

Geometry (Å):
C 0.16501 -1.79871 -0.27770
C 0.79871 -0.48324 -0.55600
C 0.86014 0.53933 0.38065
N 0.74693 0.30169 1.76599
H -0.86561 -1.67216 0.06561
H 0.71315 -2.31086 0.52135
H 0.16305 -2.43644 -1.16293
H 1.32280 -0.36601 -1.49659
H 1.56504 1.34074 0.16930
H 0.70848 1.17369 2.28730
H -0.05103 -0.27585 2.01121
O -1.09948 2.67364 -0.15118
C -1.00077 1.46972 -0.29542
O -0.86730 0.89000 -1.67709
H -1.62718 0.75147 0.27211
H -1.53193 0.20300 -1.85662

Cartesian forces (eV/Å) of the 3 atoms listed first:
0.11 0.07 -0.05
0.82 1.22 1.80
2.41 -2.21 -0.84

ΔE to the lowest compared entry with this formula, charge and spin (kcal per mole): 85.18
Gap between HOMO and LUMO (eV): 8.255
LUMO energy (eV): 0.195

natural (NBO) population analysis, charges in e, atoms 1 to 6: number 1, C, carries -0.684; number 2, C, carries -0.073; number 3, C, carries -0.140; number 4, N, carries -0.814; number 5, H, carries 0.209; number 6, H, carries 0.235

Record 2
C7H9MgO5P | ωB97M-V with the def2-TZVPD basis set

Geometry (Å):
Mg -0.09373 -0.27022 -1.55469
O -0.62652 3.12435 -1.94997
C -0.53674 2.00197 -2.05282
C 2.03264 -1.07165 -2.05819
O 3.12342 -1.35190 -1.95159
C -1.75203 -1.64666 -2.00332
O -2.65447 -2.39416 -1.98769
C -0.09552 -0.24052 -4.10294
O -0.06306 -0.21780 -5.25776
C 1.33691 -0.91089 2.07304
P 0.17409 0.19400 1.31512
C -1.46211 -0.53875 1.14608
C 0.11639 1.82380 2.00440
O 0.84355 0.48975 -0.02009
H 2.33561 -0.45336 2.03574
H 1.40486 -1.85890 1.52631
H 1.05506 -1.09661 3.09738
H -1.89653 -0.64302 2.13971
H -2.14562 0.08570 0.55380
H -1.45786 -1.53295 0.67366
H 1.12731 2.25404 1.95733
H -0.53039 2.47069 1.39526
H -0.23528 1.78306 3.02123

Cartesian forces (eV/Å) of the 3 atoms listed first:
1.25 1.07 -0.64
0.19 -2.17 -0.35
-0.33 2.30 0.47

ΔE to the lowest compared entry with this formula, charge and spin (kcal per mole): 11.40
Gap between HOMO and LUMO (eV): 9.866
Total charge: +2
LUMO energy (eV): -8.679

natural (NBO) population analysis, charges in e, atoms 1 to 6: number 1, Mg, carries 1.603; number 2, O, carries -0.331; number 3, C, carries 0.413; number 4, C, carries 0.410; number 5, O, carries -0.324; number 6, C, carries 0.386

Record 3
C2H7N3O2 | ωB97M-V with the def2-TZVPD basis set

Geometry (Å):
O 2.59428 -1.18318 0.02206
N 1.72320 -0.36596 -0.11986
N 1.78487 0.81817 0.23504
O 2.99939 1.23468 0.71466
H 0.79233 -0.63285 -0.38956
H 3.63928 0.41376 0.60907
C -1.58961 -1.24786 0.42388
N -1.04990 -0.47506 -0.41744
C -1.57811 0.92854 -0.63071
H -1.35423 -2.28922 0.33142
H -2.63495 -1.00260 1.04825
H -0.89850 1.76033 -0.25429
H -1.92798 0.95506 -1.65211
H -2.50006 1.08617 0.07959

Cartesian forces (eV/Å) of the 3 atoms listed first:
3.10 -2.73 -0.01
-0.53 1.48 0.91
-0.35 2.64 0.13

ΔE to the lowest compared entry with this formula, charge and spin (kcal per mole): 153.06
Gap between HOMO and LUMO (eV): 10.118
LUMO energy (eV): 0.749

natural (NBO) population analysis, charges in e, atoms 1 to 6: number 1, O, carries -0.529; number 2, N, carries 0.123; number 3, N, carries 0.024; number 4, O, carries -0.535; number 5, H, carries 0.401; number 6, H, carries 0.481

Record 4
C12H4F5OOsS2SbSe4 | ωB97M-V with the def2-TZVPD basis set

Geometry (Å):
Os -0.37287 0.75766 1.08258
S -1.74552 0.32752 2.80127
C -1.74033 -1.41586 2.99831
C -2.46642 -2.02449 4.02652
C -2.46292 -3.39903 4.17578
C -1.73582 -4.19366 3.28942
C -1.02015 -3.60049 2.26501
C -1.00974 -2.21198 2.11526
S -0.08259 -1.45378 0.82915
H -3.03030 -1.39716 4.70755
H -3.02608 -3.85700 4.98075
H -1.73363 -5.27178 3.39897
H -0.45608 -4.20516 1.56400
F 2.92857 0.65898 -5.27928
C 2.50383 0.78994 -4.00510
C 1.27370 0.30438 -3.61793
F 0.49029 -0.31056 -4.51968
C 0.84020 0.44421 -2.31102
F -0.35545 -0.06941 -1.98985
C 1.61265 1.07838 -1.32113
O 1.26383 1.23367 -0.08051
C 2.87313 1.54046 -1.75408
F 3.70629 2.09363 -0.86610
C 3.30153 1.40620 -3.05678
F 4.51647 1.85953 -3.41663
Se -1.02054 3.03379 -3.31347
Sb -0.64665 4.25809 -1.18424
Se -1.52623 2.79613 0.77498
Se 1.58326 5.00835 -0.72012
Se -2.46244 5.81945 -1.57361

Cartesian forces (eV/Å) of the 3 atoms listed first:
0.45 0.99 -0.52
0.68 0.01 -0.34
-0.09 -0.20 -0.03

Gap between HOMO and LUMO (spin up / spin down) (eV): 3.721 / 3.230
Total charge: -2
LUMO energy (spin up / spin down) (eV): 2.786 / 2.467

natural (NBO) population analysis, charges in e, atoms 1 to 6: number 1, Os, carries 0.607; number 2, S, carries 0.116; number 3, C, carries -0.238; number 4, C, carries -0.197; number 5, C, carries -0.244; number 6, C, carries -0.225

Record 5
C13H17N3O4RuS | ωB97M-V with the def2-TZVPD basis set

Geometry (Å):
Ru 0.27396 0.09404 0.07649
O -0.49520 -1.84192 3.45585
C -0.41787 -1.00089 2.60787
O 0.65880 -0.77700 1.84431
C -1.49985 0.02677 2.34796
C -2.45598 0.47976 3.23754
C -3.08755 1.68791 2.95475
C -2.67369 2.46254 1.87242
C -1.70703 1.93648 1.03858
N -1.25886 0.70200 1.23251
C -0.82614 2.67030 0.04503
O -1.17725 3.64621 -0.56102
O 0.37661 2.10028 -0.05111
H -2.64885 -0.07753 4.14340
H -3.84215 2.06964 3.62899
H -3.04266 3.46444 1.70430
C 1.94519 -0.29617 -2.38875
C 0.81271 0.64995 -2.75290
N -0.40493 0.38970 -1.93017
C -1.31485 -0.67969 -2.40519
C -0.78106 -2.07724 -2.13182
S -0.16424 -2.19253 -0.41336
C 1.56177 -2.77582 -0.64119
C 2.58742 -1.66623 -0.40901
N 2.10468 -0.35563 -0.91063
H 2.86899 0.03412 -2.86573
H 1.75006 -1.30234 -2.74998
H 0.58118 0.58265 -3.81847
H 1.10492 1.67529 -2.52677
H -0.93708 1.25690 -1.95040
H -1.51790 -0.55718 -3.47244
H -2.25520 -0.54236 -1.87063
H 0.01467 -2.36107 -2.81539
H -1.58200 -2.80576 -2.24448
H 1.62271 -3.21632 -1.63502
H 1.71742 -3.57500 0.08009
H 3.53570 -1.94458 -0.87635
H 2.74633 -1.54685 0.66080
H 2.78065 0.35241 -0.63608

Cartesian forces (eV/Å) of the 3 atoms listed first:
-0.25 0.21 0.30
0.00 -0.02 0.00
0.05 0.01 0.04

ΔE to the lowest compared entry with this formula, charge and spin (kcal per mole): 0.28
Gap between HOMO and LUMO (spin up / spin down) (eV): 9.156 / 8.036
Total charge: +1
Multiplicity: 2
LUMO energy (spin up / spin down) (eV): -3.229 / -4.550

natural (NBO) population analysis, charges in e, atoms 1 to 6: number 1, Ru, carries 0.879; number 2, O, carries -0.525; number 3, C, carries 0.745; number 4, O, carries -0.674; number 5, C, carries 0.097; number 6, C, carries -0.181

Record 6
C16H46N2O8 | ωB97M-V with the def2-TZVPD basis set

Geometry (Å):
C -0.26759 -0.02317 2.11424
O -1.05394 1.11299 1.78291
C -0.42348 2.07858 0.86332
C -1.38930 3.25457 0.71179
N -1.50977 4.06671 1.95528
C -2.70959 4.87953 2.00955
C -2.86993 5.87966 0.79561
O -3.88670 6.76178 1.15654
C -4.16610 7.75324 0.18633
H 0.70354 0.37104 2.41358
H -0.22705 -0.83550 1.38858
H -0.63738 -0.58413 2.97254
H -0.35344 1.49694 -0.05586
H 0.55870 2.37365 1.23259
H -2.35960 2.76649 0.62024
H -1.20002 3.77459 -0.22728
H -1.56449 3.31586 2.62857
H -2.67511 5.36587 2.98443
H -3.63158 4.29814 2.00334
H -3.10294 5.32494 -0.11328
H -1.92942 6.39330 0.59636
H -3.34858 8.44134 -0.02876
H -4.80756 8.46790 0.70198
H -4.62756 7.36731 -0.72264
C -2.67189 0.78450 -2.58820
O -1.28985 0.65370 -2.38326
C -0.91080 -0.73090 -2.62417
C 0.57049 -0.85591 -2.98603
N 1.39691 -0.65437 -1.80043
C 2.84639 -0.61692 -2.03417
C 3.54053 -0.21866 -0.70423
O 3.22432 1.15706 -0.42432
C 3.48339 1.55207 0.94828
H -3.02123 1.77420 -2.29401
H -3.30759 0.14380 -1.97706
H -2.99302 0.70700 -3.62693
H -1.44340 -1.06905 -3.51304
H -1.10203 -1.32643 -1.73149
H 0.80200 -0.10819 -3.74460
H 0.67853 -1.76012 -3.58506
H 1.12701 0.29989 -1.60900
H 3.13401 0.06738 -2.83236
H 3.03617 -1.65406 -2.31062
H 4.61581 -0.30852 -0.85855
H 3.26198 -0.84937 0.14000
H 3.02563 2.52147 1.14533
H 4.52442 1.59915 1.26789
H 3.01612 0.89261 1.67963
C 0.55844 -4.35172 -3.49333
O -0.73530 -3.87404 -3.69024
H 1.15234 -3.87797 -4.27496
H 1.02818 -4.15298 -2.53004
H 0.62427 -5.41990 -3.70012
H -1.27171 -4.30988 -3.02398
C -1.55725 -4.69006 1.47684
O -0.36166 -4.20916 2.04939
H -1.24806 -5.53064 0.85560
H -2.13817 -5.14049 2.28166
H -2.23019 -4.05852 0.89683
H 0.01733 -3.56040 1.45182
C 2.98885 -3.91910 3.68311
O 1.72651 -3.51502 4.10175
H 2.99681 -4.75769 2.98683
H 3.46828 -3.07894 3.18074
H 3.57193 -4.14335 4.57632
H 1.08689 -3.89775 3.49676
C 2.22784 -3.53200 0.14279
O 1.09548 -2.78784 -0.03277
H 1.96493 -4.45711 0.65577
H 2.88463 -3.64802 -0.71934
H 2.77795 -2.95941 0.88953
H 1.30635 -2.22968 -0.78483

Cartesian forces (eV/Å) of the 3 atoms listed first:
0.30 0.42 0.45
-0.19 0.47 0.03
-0.93 -1.26 0.62

ΔE to the lowest compared entry with this formula, charge and spin (kcal per mole): 12.96
Gap between HOMO and LUMO (eV): 9.158
LUMO energy (eV): 0.505

Löwdin population analysis, charges in e, atoms 1 to 6: number 1, C, carries -0.097; number 2, O, carries -0.210; number 3, C, carries -0.161; number 4, C, carries -0.200; number 5, N, carries -0.064; number 6, C, carries -0.197